(1)
Computed, not measured: a cluster of 5 separate species, C30H75N5O10 in total at a distorted geometry, with wB97M-V/def2-TZVPD.

The calculation puts the molar mass at 665.955 g mol⁻¹. For the HOMO energy, the calculation gives -8.312 eV. The calculation puts the energy relative to the best compared isomer or geometry (same formula, charge and spin) at 100.7 kcal/mol. The value obtained for the total energy is -60240.0016 eV. The calculation puts the LUMO energy at 0.0200 Eh.

The geometry in XYZ format:
```
120
Properties=species:S:1:pos:R:3:forces:R:3
C -25.8539 1.6498 -26.9499 1.0 0.7 0.5
O -24.5821 1.5744 -27.5974 0.3 -0.1 0.0
C -23.8608 2.7875 -27.4313 -0.5 0.6 1.3
C -23.5266 3.1509 -25.9721 1.3 -1.2 1.6
N -24.1166 4.3075 -25.3167 -1.0 -0.3 -0.8
C -23.6559 5.5245 -25.8943 0.8 1.2 0.4
C -24.2399 6.7533 -25.1700 -0.7 0.0 0.5
O -23.5940 7.1703 -23.9351 -0.3 -2.1 -1.3
C -22.3683 7.8247 -24.0875 -0.5 1.2 0.9
H -25.7106 1.7002 -25.8706 0.0 0.0 0.3
H -26.4785 0.7735 -27.1235 0.2 0.3 -0.6
H -26.2433 2.6306 -27.2226 -0.9 -0.2 -0.2
H -24.4477 3.6401 -27.7728 -0.1 0.0 -0.7
H -22.8769 2.7541 -27.8993 -0.5 -0.5 -0.7
H -22.4385 3.1866 -25.9176 0.6 0.7 -0.2
H -23.6183 2.2719 -25.3341 -0.8 -0.2 0.0
H -23.8908 4.4329 -24.3403 0.0 -1.0 0.3
H -23.7301 5.5204 -26.9818 -0.7 0.3 0.0
H -22.5762 5.6025 -25.7665 0.7 0.1 0.1
H -25.2330 6.5617 -24.7635 -0.2 -0.5 -0.5
H -24.3890 7.5455 -25.9037 0.5 0.6 0.2
H -21.6706 7.4650 -24.8438 -0.3 0.0 -0.2
H -21.8713 7.8067 -23.1175 0.1 -0.2 0.0
H -22.7327 8.8453 -24.2041 1.1 0.6 -0.7
C -15.5990 0.1591 -21.8059 1.3 1.4 0.8
O -16.3145 -0.7607 -22.5362 -0.9 0.3 -0.9
C -17.1811 -0.1658 -23.5432 0.3 -0.2 1.2
C -17.8771 -1.3210 -24.2205 0.3 -0.2 0.8
N -16.8138 -2.2296 -24.6347 -0.9 0.0 -1.8
C -17.2813 -3.5891 -25.0481 1.3 1.4 -0.2
C -18.4498 -3.4935 -26.0512 -0.9 -0.9 2.1
O -18.8528 -4.8368 -26.3235 0.8 -0.5 -1.1
C -18.6436 -5.3055 -27.6623 -0.5 0.8 0.2
H -14.5931 0.3379 -22.1859 0.5 -0.7 -0.1
H -15.5508 -0.1004 -20.7484 0.1 -0.4 -0.1
H -15.9119 1.2032 -21.8054 -1.2 0.1 -0.2
H -16.6395 0.4428 -24.2673 0.5 -0.2 -0.1
H -17.8069 0.5313 -22.9860 -0.6 -0.1 -0.2
H -18.5485 -0.8946 -24.9658 0.3 -0.3 -0.6
H -18.5163 -1.8556 -23.5179 -0.4 0.2 0.5
H -16.1110 -2.1338 -23.9158 0.1 -0.9 -0.1
H -17.3937 -4.2422 -24.1827 -1.1 0.0 0.1
H -16.4803 -4.1049 -25.5777 0.3 0.3 -0.3
H -18.2732 -2.8009 -26.8741 0.4 -0.5 -0.4
H -19.3580 -3.1294 -25.5710 0.1 0.6 0.3
H -18.3514 -6.3536 -27.7275 0.0 0.0 0.5
H -17.8972 -4.6956 -28.1712 0.1 0.0 -0.1
H -19.5987 -5.1809 -28.1726 0.0 -0.1 -0.4
C -19.9946 5.5240 -21.6868 -0.7 -0.8 0.7
O -18.9462 4.6036 -21.7424 1.9 -0.6 -0.9
C -19.2215 3.2473 -21.4245 -1.1 0.2 3.9
C -19.4141 3.0887 -19.7971 -0.2 0.4 -1.1
N -18.2153 3.2962 -18.9850 -0.7 0.1 -1.2
C -17.8324 4.7096 -19.0209 0.1 -0.1 -0.1
C -16.9105 5.0175 -17.9191 1.7 1.0 0.3
O -15.5607 4.8366 -18.3912 0.1 -0.3 0.8
C -14.5986 5.1851 -17.3938 0.0 -0.8 -0.2
H -19.7250 6.5712 -21.8243 0.8 -0.3 -0.6
H -20.3696 5.5345 -20.6634 -0.8 -0.2 0.0
H -20.7214 5.1915 -22.4280 -0.6 0.4 0.2
H -18.4152 2.5309 -21.5819 0.4 0.7 -1.0
H -20.1578 2.8574 -21.8238 -0.1 0.2 -0.6
H -19.7901 2.0974 -19.5441 -0.3 0.0 -0.4
H -20.1421 3.8352 -19.4796 -0.3 -0.3 0.0
H -17.5568 2.7492 -19.5211 1.0 0.0 0.5
H -18.7045 5.3310 -18.8175 -0.4 -0.2 -0.4
H -17.3611 4.9993 -19.9600 -0.2 0.2 -0.1
H -17.2292 4.4315 -17.0571 0.6 -0.4 0.3
H -16.9336 6.0597 -17.6007 -0.5 0.4 -0.1
H -13.5951 4.8898 -17.7001 -0.2 0.0 -0.4
H -14.7860 4.5902 -16.4998 -0.1 0.2 0.3
H -14.5568 6.2478 -17.1550 -0.4 0.2 0.0
C -23.1370 -0.4267 -23.3838 -0.7 0.4 -2.1
O -23.2016 0.4244 -22.2894 1.0 -2.3 1.5
C -22.3006 -0.2253 -21.3402 0.0 4.1 1.8
C -22.5813 0.4659 -19.9647 -0.8 -1.7 1.2
N -22.6235 1.9027 -19.8144 1.3 1.0 -0.8
C -23.0463 2.4369 -18.5006 0.6 -0.7 0.3
C -22.2851 1.7709 -17.3021 -1.2 -1.3 -0.5
O -23.1257 0.6174 -16.9543 -0.4 2.1 -1.6
C -22.7277 -0.1952 -15.9484 1.2 -0.6 1.4
H -23.2515 -1.4963 -23.2079 0.1 -0.1 0.6
H -22.1902 -0.2600 -23.8974 0.1 -0.2 -0.3
H -23.9647 -0.1879 -24.0516 0.1 0.2 -0.2
H -21.2729 0.0948 -21.5119 0.3 0.0 -0.9
H -22.2664 -1.3144 -21.3107 -0.8 0.1 0.1
H -21.8206 0.0789 -19.2867 0.2 -0.1 0.1
H -23.5081 0.1013 -19.5216 -0.4 -0.7 -0.2
H -23.0791 2.3219 -20.6124 -0.2 0.2 0.3
H -24.1208 2.3060 -18.3723 -0.2 -0.5 0.5
H -22.9344 3.5146 -18.3814 0.5 0.1 -0.7
H -22.0771 2.4117 -16.4452 -0.8 0.3 0.2
H -21.2735 1.4342 -17.5286 0.1 -0.3 -0.7
H -21.8038 -0.7180 -16.1956 0.2 -0.5 -0.1
H -23.5084 -0.9097 -15.6873 0.0 0.0 -0.3
H -22.4857 0.3517 -15.0372 -0.1 0.3 0.4
C -12.6263 10.2394 -15.2618 -0.3 0.6 -0.4
O -12.3732 9.2301 -16.1589 0.1 -2.2 -0.7
C -11.0021 9.0684 -16.3352 1.6 0.4 -0.9
C -10.6492 7.8317 -17.1759 -0.5 1.6 0.9
N -10.6088 6.7597 -16.2132 0.1 -2.6 -0.4
C -10.2523 5.3851 -16.7541 0.7 2.2 -0.4
C -10.6601 4.3146 -15.8167 -1.4 -0.3 1.8
O -12.0952 4.1801 -15.8302 -0.6 -1.1 0.0
C -12.6330 3.1749 -14.8935 0.8 1.6 -1.0
H -13.6974 10.2537 -15.0602 0.1 -0.1 0.4
H -12.4034 11.1416 -15.8314 0.3 0.8 0.7
H -11.9717 10.0437 -14.4124 -0.4 0.7 0.6
H -10.3841 9.0140 -15.4390 -0.6 -0.5 0.9
H -10.5436 9.9671 -16.7477 -0.3 0.5 -0.8
H -9.6867 8.0364 -17.6447 0.1 -0.4 0.1
H -11.4137 7.8234 -17.9528 -0.1 -0.7 -0.3
H -11.5603 6.5618 -15.9381 -0.4 0.6 0.4
H -9.1705 5.3400 -16.8794 0.1 0.0 0.0
H -10.6771 5.3382 -17.7568 -0.2 -0.7 -0.1
H -10.5001 4.5801 -14.7717 0.8 0.7 0.1
H -10.0742 3.3986 -15.8931 -0.4 -0.4 -0.8
H -12.1245 3.3375 -13.9432 0.3 -0.7 0.1
H -12.5415 2.2005 -15.3733 0.2 -0.2 0.5
H -13.6829 3.3804 -14.6845 0.0 0.2 -0.5
```
Positions in Å, forces in eV/Å.

(2)
Computed, not measured: an isolated molecule of C6H11NO at a distorted geometry, with wB97M-V/def2-TZVPD.

The calculation puts the molar mass at 113.160 g mol⁻¹. For the HOMO energy, the calculation gives -7.851 eV. The calculation puts the energy relative to the best compared isomer or geometry (same formula, charge and spin) at 52.8 kcal/mol. The value obtained for the total energy is -9936.1647 eV. The calculation puts the LUMO energy at 0.0263 Eh.

The geometry in XYZ format:
```
19
Properties=species:S:1:pos:R:3:forces:R:3
C -2.2129 0.9221 0.1228 0.4 -0.2 0.2
C -0.8443 0.3489 -0.1259 -1.2 -1.2 -0.3
C -0.4164 -0.8990 -0.4465 0.7 3.3 1.5
O -1.0357 -1.9504 -0.9101 -0.6 -2.2 -0.5
C 1.0229 -0.6919 -0.0701 -0.3 2.0 0.3
C 1.4510 -1.1474 1.3185 0.0 -0.3 -0.1
C 0.5083 0.9665 -0.0256 0.7 -2.8 -0.7
N 1.0049 1.6031 -1.2247 0.5 1.0 -0.2
H -2.9972 0.2868 -0.2950 0.1 0.2 -0.2
H -2.3904 0.9397 1.2058 0.0 0.1 -0.1
H -2.3086 1.9511 -0.2315 -0.1 -0.1 -0.1
H -0.4100 -2.6910 -0.9538 -0.4 0.2 0.0
H 1.7610 -0.9842 -0.8277 0.1 0.4 0.0
H 0.7956 -0.7402 2.0952 0.0 -0.1 -0.2
H 1.4302 -2.2406 1.3973 0.0 0.1 0.1
H 2.4719 -0.8192 1.5361 -0.1 0.0 -0.1
H 0.7270 1.5481 0.8751 0.3 -0.1 -0.2
H 0.8297 1.0673 -2.0719 -0.2 0.0 0.4
H 0.6131 2.5303 -1.3680 0.0 -0.2 0.1
```
Positions in Å, forces in eV/Å.

(3)
Computed, not measured: a cluster of 14 separate species, C29H85N12O14 in total at a distorted geometry, with wB97M-V/def2-TZVPD.

Its multiplicity is 2. The calculation puts the molar mass at 826.069 g mol⁻¹. For the HOMO energy (spin up / spin down), the calculation gives 1.966 / -4.176 eV. The value obtained for the total energy is -78000.1689 eV. The calculation puts the LUMO energy (spin up / spin down) at 0.1397 / 0.1385 Eh. The charge is -2.

The geometry in XYZ format:
```
140
Properties=species:S:1:pos:R:3:forces:R:3
C -2.0657 -30.2937 -20.2609 -0.2 0.4 -0.3
C -2.5991 -29.1417 -19.4057 -1.9 0.0 1.1
C -1.7861 -27.9141 -19.2680 2.1 1.0 -1.2
O -3.9459 -28.7803 -19.6593 -0.2 -0.5 -0.3
H -0.9810 -30.3939 -20.2231 0.2 0.1 0.1
H -2.3596 -30.1695 -21.3032 0.0 0.2 -0.1
H -2.4872 -31.2457 -19.9383 -0.2 0.0 0.2
H -2.4904 -29.4875 -18.3777 -0.5 -0.8 0.6
H -2.1732 -27.1217 -18.6274 -0.5 -0.3 0.2
H -1.5881 -27.4390 -20.2288 -0.2 0.0 -0.2
H -0.7913 -28.1786 -18.9097 0.3 0.0 0.3
C -6.6085 -26.7213 -18.2266 -2.8 3.4 3.1
O -7.5019 -26.0024 -17.7550 0.4 0.7 0.4
N -6.8742 -27.5952 -19.1046 -1.1 -3.9 -4.3
N -5.3468 -26.7269 -17.9093 3.2 0.5 1.6
H -7.6512 -27.4200 -19.7255 0.3 -0.5 0.1
H -6.0468 -28.1086 -19.3729 -0.6 -0.5 -0.9
H -4.8065 -27.4578 -18.3497 0.8 -0.2 0.1
H -4.9992 -26.3090 -17.0580 -0.1 0.0 -0.1
C -3.1704 -28.2366 -14.5490 -0.6 -0.1 0.2
O -4.2534 -27.7280 -14.3954 -2.0 0.3 1.2
N -2.3357 -27.7563 -15.4196 2.3 2.5 -3.4
N -2.6181 -29.2882 -13.9757 0.1 -2.2 1.8
H -2.6987 -26.9545 -15.9151 0.3 0.0 -0.3
H -1.4847 -28.2098 -15.7201 -0.3 0.3 0.1
H -1.6749 -29.4406 -14.3031 0.0 -0.8 1.0
H -2.9934 -29.6904 -13.1287 0.3 0.0 -0.4
C -5.9271 -31.3815 -17.5330 -1.3 -1.1 1.0
O -6.6225 -32.2675 -17.1072 -1.4 -1.8 1.2
N -5.5225 -30.3264 -16.9018 1.5 3.5 2.1
N -5.4681 -31.3565 -18.7448 0.9 -1.3 -4.7
H -5.0435 -29.7286 -17.5601 0.2 0.9 1.1
H -5.7264 -30.0397 -15.9550 -0.1 -0.2 -0.4
H -5.9182 -32.0125 -19.3671 0.3 0.0 -0.1
H -5.0275 -30.5331 -19.1296 0.2 0.2 -0.4
C 0.9949 -25.0203 -20.6728 0.1 1.0 -0.9
O 1.4670 -25.7013 -19.8091 1.6 -1.7 2.7
N 1.5495 -23.9213 -21.1659 2.0 2.5 -0.5
N -0.1408 -25.3029 -21.2228 -2.6 -0.6 -1.3
H 2.4170 -23.5590 -20.7968 -0.2 -0.4 0.0
H 1.1380 -23.3494 -21.8895 -0.1 -0.3 0.1
H -0.3970 -24.7530 -22.0303 -0.8 -0.6 0.1
H -0.6328 -26.1092 -20.8653 -0.1 0.3 -0.6
C -3.6244 -25.1936 -21.2832 0.0 0.3 -0.4
O -3.2900 -24.2880 -21.9818 1.4 3.2 -2.3
N -3.5352 -26.4347 -21.6310 0.6 -4.0 -2.1
N -4.1343 -25.0454 -20.1018 -1.3 1.0 3.4
H -3.0574 -26.6353 -22.4979 -0.3 -0.1 0.2
H -3.7221 -27.1845 -20.9807 0.1 -0.5 0.1
H -4.5060 -25.8623 -19.6385 0.0 0.6 0.7
H -4.0440 -24.1298 -19.6852 -0.4 -0.4 0.1
C 1.8761 -26.1770 -16.3823 0.4 -0.4 2.7
O 2.2178 -26.3515 -15.2125 0.2 -0.1 0.3
N 2.6214 -26.2201 -17.4363 4.2 -0.5 -2.1
N 0.6534 -25.9247 -16.7715 -3.8 0.7 0.0
H 2.2497 -25.9755 -18.3430 0.4 0.0 -0.3
H 3.6164 -26.3500 -17.3212 -0.3 0.1 -0.1
H -0.0964 -25.9929 -16.0983 0.1 0.1 -0.4
H 0.5334 -25.8746 -17.7731 -0.9 0.0 0.2
C -2.1476 -23.6961 -15.6298 -0.2 1.7 -0.3
C -3.0968 -24.2644 -16.7156 2.4 1.0 2.4
O -3.7196 -25.3345 -16.0508 -0.7 -1.0 -1.6
H -2.7851 -23.3610 -14.8117 -0.1 -0.2 0.4
H -1.7147 -22.7524 -15.9616 0.3 0.1 -0.3
H -1.3245 -24.2803 -15.2182 -0.3 -0.5 -0.4
H -2.4525 -24.5630 -17.5425 -0.6 -0.7 -0.2
H -3.6940 -23.4104 -17.0350 -0.7 -0.4 -0.1
H -4.0835 -25.1599 -15.1798 0.1 0.4 0.1
C -5.3152 -34.9249 -22.9686 0.7 1.0 0.9
C -5.1143 -34.4738 -21.4361 1.1 -0.7 -1.1
C -3.8261 -33.6210 -21.1964 -0.1 -1.1 -1.1
O -6.1898 -33.7326 -20.9976 -1.4 0.3 0.4
H -6.2041 -35.5070 -23.2119 -0.1 -0.1 0.7
H -4.4560 -35.4740 -23.3536 0.1 0.0 0.2
H -5.4054 -34.0177 -23.5660 0.1 0.2 -0.1
H -5.1019 -35.3946 -20.8528 0.1 0.1 0.2
H -3.4761 -33.4559 -20.1774 -0.6 -0.3 0.2
H -3.9854 -32.6375 -21.6384 0.1 0.1 -0.1
H -3.0169 -34.1125 -21.7365 0.3 0.2 -0.1
H -6.1863 -32.9249 -21.5164 -0.2 0.3 -0.1
C -1.1118 -30.2064 -23.7157 0.5 -1.2 0.2
C -0.3265 -30.8904 -24.8540 -1.6 1.4 -0.6
C -0.9334 -30.5999 -26.2503 -0.7 -1.4 0.8
O 0.9602 -30.4178 -24.8317 2.3 0.0 0.2
H -1.2601 -29.1347 -23.8481 0.0 0.0 -0.2
H -0.4716 -30.3688 -22.8486 -0.1 0.3 0.3
H -2.0425 -30.7228 -23.4806 -0.3 0.2 -0.3
H -0.2475 -31.9591 -24.6548 -0.4 -0.1 -0.2
H -0.5488 -31.3387 -26.9534 0.1 0.2 -0.2
H -0.8287 -29.5917 -26.6512 0.3 0.0 0.4
H -1.9928 -30.8180 -26.1156 -0.3 0.1 -0.4
H 0.9353 -29.4584 -24.8584 0.2 0.4 0.0
C 4.8856 -29.9417 -21.6148 -0.4 0.1 -0.1
C 3.8006 -30.4199 -20.5972 1.2 0.5 -0.3
C 2.4364 -29.7770 -20.7681 0.7 0.2 -0.2
O 3.7352 -31.8405 -20.6990 -0.3 -0.1 0.4
H 4.4010 -29.7221 -22.5660 -0.1 0.1 -0.1
H 5.6277 -30.7067 -21.8430 -0.2 -0.3 0.3
H 5.4751 -29.0684 -21.3356 -0.4 0.2 0.3
H 4.1014 -30.1877 -19.5756 0.4 -0.3 0.0
H 1.8722 -29.8989 -19.8435 -0.4 -0.2 -0.3
H 1.9762 -30.1974 -21.6623 -0.5 0.0 0.1
H 2.5458 -28.7059 -20.9378 0.0 0.1 0.0
H 3.2814 -32.0104 -21.5277 -0.1 -0.1 -0.2
C -7.3224 -30.9131 -22.5820 0.5 -1.4 -1.5
C -5.9368 -30.2976 -22.3782 -1.2 0.1 0.1
C -5.2619 -29.8366 -23.6416 0.5 -0.9 -0.7
O -6.2766 -29.1566 -21.7072 -0.6 2.3 1.8
H -7.8826 -30.3067 -23.2938 -0.1 0.3 0.2
H -7.9478 -31.1280 -21.7156 0.5 0.4 0.3
H -7.1827 -31.8614 -23.1011 -0.2 -0.4 -0.2
H -5.2988 -30.9071 -21.7382 0.2 -0.4 -0.1
H -4.9846 -30.6830 -24.2700 0.0 -0.1 -0.3
H -4.3453 -29.2885 -23.4240 0.0 0.0 0.2
H -5.9234 -29.1726 -24.1980 -0.1 -0.1 0.0
H -5.5613 -28.8688 -21.1352 0.7 0.1 0.2
C -0.0722 -33.2274 -20.8713 1.1 0.2 -0.1
C 0.9787 -34.1491 -21.6020 -1.5 0.9 1.1
C 0.9048 -35.5955 -21.0930 0.2 1.0 0.0
O 0.6380 -34.0456 -22.9604 0.1 -0.9 -1.3
H -0.4007 -32.4979 -21.6115 -0.3 -0.2 0.0
H 0.3662 -32.5927 -20.1012 0.2 -0.3 0.4
H -0.9296 -33.7557 -20.4542 0.1 -0.1 -0.1
H 1.9842 -33.7374 -21.5150 0.1 -0.2 0.6
H 0.9642 -35.5642 -20.0051 0.3 0.0 0.1
H 1.7450 -36.1570 -21.5015 -0.3 -0.3 0.0
H -0.0729 -36.0341 -21.2926 0.1 -0.1 -0.5
H 1.2144 -33.3931 -23.3649 0.0 0.1 -0.1
C 1.1192 -31.1479 -16.7722 -0.3 -0.2 -1.5
C -0.1683 -30.6044 -16.1340 0.3 -1.7 -2.0
C -1.4578 -31.3979 -16.6043 0.2 1.6 0.4
O -0.0136 -30.6908 -14.7607 -0.3 0.5 1.8
H 1.3150 -32.1655 -16.4342 0.3 0.1 0.5
H 1.9915 -30.4944 -16.7756 0.0 0.0 1.0
H 1.0349 -31.2996 -17.8483 -0.6 0.0 -0.3
H -0.2236 -29.5399 -16.3614 -0.3 0.0 -0.2
H -1.5498 -32.4072 -16.2032 0.4 -0.1 0.1
H -1.6497 -31.4058 -17.6773 0.6 -0.1 -0.1
H -2.3026 -30.8271 -16.2187 -0.2 -0.2 0.2
H -0.0802 -31.6043 -14.4732 0.0 -0.1 -0.1
```
Positions in Å, forces in eV/Å.